# 1
# C7H12O

The molecule C7H12O (ωB97M-V with the def2-TZVPD basis set, the OMol25 dataset).

```
20
Properties=species:S:1:pos:R:3:mulliken_charge:R:1
C -0.1155 0.7853 0.8470 -1.1882
C -2.3530 -0.5380 0.8283 -1.4019
C -0.5533 0.7049 -1.7506 -1.5212
C 2.5179 -0.5797 0.3250 -1.3485
C -0.8326 -0.6104 0.8298 1.2248
C 0.1842 0.1262 -0.5693 1.0760
C 1.5531 0.0724 -0.6068 -0.3906
O -0.2912 -1.6239 1.3355 -0.6956
H 0.6610 0.8072 1.6043 0.3325
H -0.6964 1.6976 0.7071 0.3248
H 2.0222 0.4761 -1.5059 0.3749
H -2.7491 0.4744 0.9269 0.3311
H -2.7252 -1.1036 1.6840 0.4194
H -2.7464 -0.9809 -0.0884 0.2727
H -0.7560 -0.0937 -2.4694 0.3243
H -1.5043 1.1551 -1.4647 0.3566
H 0.0389 1.4688 -2.2654 0.4368
H 3.0750 -1.3419 -0.2323 0.3887
H 3.2496 0.1479 0.6879 0.3300
H 2.0212 -1.0435 1.1767 0.3534
```

Energy (hartree): -349.0294
Charge: 0
F_max (eV Å⁻¹): 4.68
Energy above the lowest of the compared OMol25 structures with the same formula, charge and spin (eV): 3.246
E_HOMO (spin up / spin down) (eV): -7.75 / -7.75

=====

# 2
# C21H49NO7P3SZn

A structure of composition C21H49NO7P3SZn (ωB97M-V with the def2-TZVPD basis set, the OMol25 dataset).

```
83
Properties=species:S:1:pos:R:3:mulliken_charge:R:1
Zn 0.2473 -0.3939 0.3969 0.5605
C -5.3359 2.4274 -1.1116 -1.3555
C -4.0315 2.9415 -1.6783 0.7513
C -3.9385 4.4482 -1.7054 -1.5211
O -2.9373 2.4715 -0.8120 -0.3084
P -1.9973 1.2809 -1.1753 0.7046
O -1.0316 1.1122 -0.0462 -1.5243
C -2.9605 -0.2056 -1.4824 -0.8425
P -1.9164 -1.6604 -1.7427 0.5976
O -0.6279 -1.5876 -1.0067 -0.6108
O -2.6825 -2.9368 -1.2821 -0.2403
C -3.9127 -3.4459 -1.9055 0.7514
C -5.0820 -3.1150 -1.0076 -1.2787
C -3.7113 -4.9320 -2.0936 -1.5652
O -1.7799 -1.6777 -3.3013 -0.2776
C -0.7519 -2.5353 -3.9290 0.6460
C 0.4592 -1.6766 -4.2111 -0.8458
C -1.3854 -3.1324 -5.1609 -1.5926
O -1.3712 1.5286 -2.5845 0.1047
C -0.5156 2.6962 -2.8773 0.7373
C -1.0166 3.2866 -4.1721 -1.6897
C 0.9075 2.2020 -2.9352 -1.0581
H -6.1718 2.8583 -1.6620 0.4334
H -5.4258 2.7160 -0.0643 0.3318
H -5.4099 1.3422 -1.1806 0.2514
H -3.8567 2.5355 -2.6795 0.3124
H -3.9811 4.8406 -0.6892 0.3545
H -4.7730 4.8604 -2.2717 0.4100
H -3.0101 4.7810 -2.1686 0.3334
H -3.5716 -0.0545 -2.3742 0.4895
H -3.5926 -0.3884 -0.6115 0.5886
H -4.0229 -2.9627 -2.8807 0.3152
H -4.9337 -3.5559 -0.0219 0.3321
H -5.9935 -3.5307 -1.4378 0.4156
H -5.2278 -2.0410 -0.8914 0.1873
H -3.6668 -5.4335 -1.1268 0.3719
H -2.7843 -5.1348 -2.6288 0.3512
H -4.5414 -5.3475 -2.6650 0.4131
H -0.4933 -3.3222 -3.2154 0.3375
H 0.2248 -0.9263 -4.9678 0.3296
H 1.2716 -2.3023 -4.5818 0.4927
H 0.7950 -1.1766 -3.3023 -0.1758
H -1.6992 -2.3431 -5.8446 0.3269
H -2.2530 -3.7397 -4.9042 0.3554
H -0.6622 -3.7667 -5.6735 0.4264
H -0.6323 3.4078 -2.0555 0.3545
H -0.9788 2.5377 -4.9639 0.3098
H -0.3868 4.1280 -4.4604 0.4187
H -2.0426 3.6422 -4.0794 0.3710
H 1.0194 1.4739 -3.7404 0.2813
H 1.1853 1.7454 -1.9872 -0.1567
H 1.5823 3.0380 -3.1232 0.5362
C 1.3767 4.3290 0.6754 -0.8256
O 1.1167 2.9808 0.2961 -0.0618
H 0.6798 5.0245 0.2019 0.2824
H 2.3848 4.5687 0.3430 0.2989
H 1.3262 4.4596 1.7586 0.3000
H 0.2083 2.7481 0.5220 0.0822
C 4.2706 0.7440 2.6810 -1.2649
C 2.8365 0.8048 2.1587 -0.7205
P 2.5721 0.1445 0.4729 1.0853
C 3.6690 1.1019 -0.6246 -0.3143
C 3.9892 0.4079 -1.9477 -1.2220
C 3.3252 -1.5305 0.5761 -0.8402
C 2.7735 -2.5241 -0.4471 -1.0335
H 4.2938 1.0737 3.7193 0.4262
H 4.9403 1.3977 2.1220 0.3373
H 4.6764 -0.2667 2.6512 0.2884
H 2.4654 1.8305 2.1610 0.1959
H 2.1687 0.2217 2.7979 0.5112
H 4.5876 1.2862 -0.0644 0.6537
H 3.1873 2.0652 -0.7933 0.1498
H 4.5748 -0.4977 -1.7938 0.4046
H 4.5740 1.0708 -2.5852 0.4036
H 3.0848 0.1343 -2.4937 0.0990
H 3.1105 -1.8924 1.5847 0.5307
H 4.4097 -1.4386 0.4834 0.5338
H 1.6925 -2.6427 -0.3448 0.0677
H 3.2202 -3.5068 -0.2977 0.4514
H 2.9832 -2.2143 -1.4718 0.2533
S 0.0720 -3.7861 3.3579 -0.4110
C 0.0482 -2.3789 2.5912 0.5509
N 0.0374 -1.3320 2.0440 -0.4541
```

Energy (hartree): -4612.6855
Charge: +1
F_max (eV Å⁻¹): 0.55
E_HOMO (eV): -10.08

=====

# 3
# C68H44HfN8OP2S

A structure of composition C68H44HfN8OP2S (ωB97M-V with the def2-TZVPD basis set, the OMol25 dataset).

```
125
Properties=species:S:1:pos:R:3:mulliken_charge:R:1
Hf 0.8465 -0.3026 0.7707 -0.2190
C 6.9645 0.3220 3.3833 -0.6229
C 6.2578 0.5182 4.5759 -0.8275
C 4.8759 0.5446 4.5881 -0.1483
C 4.2197 0.3587 3.3769 0.2696
C 2.8089 0.3728 3.0429 -0.2926
N 1.8404 0.6455 3.9151 -0.6306
C 0.5686 0.7831 3.5910 0.1484
C -0.4378 1.1509 4.5730 -0.2631
C -0.2667 1.4501 5.9132 -0.2510
C -1.3864 1.8283 6.6343 -0.9257
C -2.6263 1.9043 6.0079 -1.1877
C -2.7929 1.5844 4.6623 -0.1544
C -1.6814 1.1893 3.9389 0.5639
C -1.4818 0.6870 2.5278 0.1206
N -3.3699 -0.8762 2.0096 0.2551
C -2.6785 -0.2979 0.9200 -0.6376
N -1.2960 1.4944 0.1424 0.7364
C -0.7115 0.3780 -0.6835 -2.1474
N -0.1282 1.2803 -1.7354 1.3404
C 1.2590 1.0335 -1.8740 -0.7869
N 1.9027 0.5859 -0.7715 1.1976
C 3.2362 0.3518 -1.0823 -0.3742
N 4.1912 0.1062 -0.1508 -0.5386
C 3.9452 0.0834 1.1104 -0.2429
N 2.6568 0.1485 1.7068 0.1591
C 4.9277 0.1596 2.1845 0.0225
C 6.3124 0.1461 2.1720 -0.4904
C 3.4026 0.6401 -2.4550 0.5046
C 4.5204 0.5850 -3.3123 -0.3526
C 4.3508 0.9515 -4.6186 -0.8035
C 3.0908 1.3853 -5.1184 -0.9644
C 1.9911 1.4599 -4.3129 -0.8113
C 2.1368 1.0843 -2.9570 0.4555
C -1.6958 -0.5932 -1.2349 -0.6381
C -1.2300 -1.2320 -2.5184 1.1837
C -3.6102 -2.3733 -3.1719 -1.4740
C -4.2115 -2.4160 -1.8094 -1.5151
C -3.8540 -1.8150 -0.6782 -0.2373
C -2.7276 -0.9215 -0.4335 1.6578
N -0.0242 0.6487 2.3713 0.0606
H 8.0465 0.3140 3.4092 0.4578
H 6.8043 0.6562 5.4994 0.4451
H 4.3191 0.7008 5.5032 0.6033
H 0.7149 1.3882 6.3649 0.6553
H -1.2984 2.0729 7.6843 0.4587
H -3.4912 2.2172 6.5791 0.4775
H -3.7707 1.6553 4.2196 0.4856
H 6.8552 0.0068 1.2461 0.5739
H 5.4818 0.2613 -2.9344 0.5860
H 5.1939 0.9154 -5.2966 0.4501
H 3.0095 1.6630 -6.1618 0.4846
H 1.0322 1.7890 -4.6971 0.5748
H -0.7989 -0.4292 -3.1276 0.5207
H -3.7702 -3.3542 -3.6250 0.6634
H -5.1287 -2.9960 -1.7729 0.4014
H -4.4869 -1.9771 0.1857 0.5076
O -0.8613 -2.5207 3.8681 -0.8559
S -0.7920 -2.1311 2.4566 1.7877
C -1.5996 -3.3549 1.4338 0.0096
C -2.6302 -4.1082 1.9659 -0.6182
C -3.2397 -5.0612 1.1627 -0.9305
C -2.8243 -5.2377 -0.1502 -1.1397
C -1.7877 -4.4762 -0.6752 -0.4817
C -1.1469 -3.5406 0.1266 0.1628
P 0.2734 -2.5740 -0.4721 2.1479
C 1.6829 -3.7080 -0.4141 0.8196
C 2.8496 -3.2434 0.1942 -0.4781
C 3.9847 -4.0368 0.2508 -0.9802
C 3.9534 -5.3075 -0.3019 -0.8089
C 2.7927 -5.7840 -0.9013 -0.7748
C 1.6593 -4.9910 -0.9595 -0.2345
C -0.0523 -2.1678 -2.2082 -0.4690
C -2.1732 -1.9759 -3.4422 -0.0442
C -1.7180 -2.2055 -4.6870 -0.8375
C -0.3958 -1.9376 -5.2049 -1.0191
C 0.7691 -2.0344 -4.5282 -0.8780
C 0.8803 -2.4196 -3.1449 -0.2664
C -1.9692 -0.7612 2.1924 -1.0496
C -4.4868 -0.3788 2.6962 -0.5887
C -5.1162 0.7688 2.4219 -1.1044
C -4.6109 1.9230 1.6900 -0.9536
C -3.3772 2.1594 1.2267 -0.8325
C -2.2581 1.1816 1.1741 3.3031
P -0.8091 2.6370 -0.9481 0.2787
C -2.0386 3.3816 -1.9769 1.3068
C -3.0326 2.5489 -2.5002 -0.2195
C -3.9943 3.0933 -3.3296 -1.0403
C -3.9626 4.4519 -3.6355 -0.5849
C -2.9795 5.2760 -3.1073 -0.8689
C -2.0137 4.7462 -2.2658 -0.8027
C 0.4045 3.7345 -0.2820 1.0496
C 1.2757 4.3899 -1.1566 -0.4428
C 2.3062 5.1522 -0.6330 -0.9181
C 2.4540 5.2657 0.7441 -0.7047
C 1.5836 4.6140 1.6095 -0.8082
C 0.5568 3.8358 1.1011 -0.2849
H -2.9298 -3.9575 2.9966 0.6050
H -4.0446 -5.6633 1.5631 0.4502
H -3.3107 -5.9784 -0.7726 0.4962
H -1.4741 -4.6076 -1.7049 0.6090
H 2.8854 -2.2501 0.6306 0.6379
H 4.8853 -3.6644 0.7221 0.5594
H 4.8355 -5.9331 -0.2636 0.4234
H 2.7730 -6.7801 -1.3243 0.4567
H 0.7587 -5.3693 -1.4266 0.3578
H -4.2491 -1.7015 -3.7624 0.5062
H -2.4155 -2.6226 -5.4092 0.5712
H -0.3349 -1.7776 -6.2766 0.4828
H 1.6967 -1.9494 -5.0826 0.4908
H 1.7847 -2.9462 -2.8577 0.4541
H -4.8973 -1.0786 3.4137 0.5781
H -6.0804 0.9060 2.8969 0.4425
H -5.3147 2.7434 1.6019 0.4873
H -3.1730 3.1315 0.7868 0.4918
H -3.0515 1.4926 -2.2556 0.3272
H -4.7734 2.4642 -3.7398 0.4987
H -4.7159 4.8710 -4.2901 0.4422
H -2.9686 6.3314 -3.3447 0.4468
H -1.2490 5.3820 -1.8361 0.4862
H 1.1605 4.2879 -2.2305 0.5679
H 2.9955 5.6555 -1.2977 0.4787
H 3.2569 5.8690 1.1476 0.4418
H 1.7060 4.7096 2.6807 0.5190
H -0.1196 3.3148 1.7686 0.3610
```

Energy (hartree): -4259.3905
Charge: +2
F_max (eV Å⁻¹): 1.72
Energy above the lowest of the compared OMol25 structures with the same formula, charge and spin (eV): 5.568
E_HOMO (eV): -11.03